No. 1
48
Properties=species:S:1:pos:R:3 method="wB97M-V/def2-TZVPD" smiles=CC(C)O.CC(C)O.CC(C)O.CC(C)O lumo_energy_ha=0.0190 charge=0 mol_weight_da=240.4 e_above_lowest_kj_mol=49.3
C -2.8844 -2.8329 -5.0351
C -3.7007 -2.3989 -3.8384
C -2.7971 -1.9903 -2.6605
O -4.5822 -1.3390 -4.2119
H -3.5290 -3.1980 -5.8356
H -2.1799 -3.6316 -4.7944
H -2.3241 -1.9754 -5.4167
H -4.3633 -3.1899 -3.4879
H -1.7608 -2.2930 -2.8150
H -3.1120 -2.4202 -1.7105
H -2.8021 -0.9036 -2.5466
H -4.0466 -0.5420 -4.2831
C 4.6603 -2.1098 3.2498
C 4.7529 -0.7060 2.7179
C 4.1881 0.2925 3.7277
O 6.1560 -0.4551 2.5218
H 3.6207 -2.3442 3.5057
H 5.2317 -2.2148 4.1714
H 4.9976 -2.8479 2.5242
H 4.2542 -0.6179 1.7496
H 4.3025 1.3346 3.4311
H 4.7280 0.1509 4.6691
H 3.1418 0.0716 3.9472
H 6.2814 0.4848 2.3610
C -1.2597 4.4554 -0.0125
C -2.2795 3.7159 0.8178
C -3.6681 3.8393 0.2270
O -1.8995 2.3213 0.9034
H -1.2697 4.0772 -1.0336
H -0.2604 4.3850 0.4185
H -1.4790 5.5291 -0.0428
H -2.3116 4.0601 1.8498
H -4.3360 3.1195 0.7052
H -3.6762 3.6563 -0.8505
H -4.0788 4.8369 0.3898
H -2.2932 1.8634 0.1539
C 1.7976 -1.7925 -0.0376
C 0.5991 -1.0910 0.5565
C 0.7926 0.4035 0.7854
O -0.5076 -1.3663 -0.3179
H 1.6691 -2.8756 -0.0682
H 2.6990 -1.5857 0.5381
H 1.9605 -1.4854 -1.0747
H 0.3557 -1.5796 1.5092
H 0.5256 0.9914 -0.0950
H 1.8430 0.6357 0.9735
H 0.1677 0.7406 1.6088
H -1.3235 -1.1787 0.1550

No. 2
20
Properties=species:S:1:pos:R:3 method="wB97M-V/def2-TZVPD" lumo_energy_ha=-0.0007 charge=0 mol_weight_da=173.2 e_above_lowest_kj_mol=243.4
C -0.4074 -2.6737 0.9655
C 1.9503 2.2537 -0.4391
C 1.9420 1.4252 0.6682
C 1.1713 2.0486 -1.5210
C 0.9808 0.4367 0.9303
C 0.2810 0.9862 -1.3387
C 0.1739 0.1561 -0.1519
C -1.5910 -2.0552 0.4848
N 0.4982 -3.3213 1.2542
N -0.6821 0.5953 -2.2077
N -1.3053 -0.4095 -1.7190
N -0.8512 -0.5751 -0.4592
N -2.5552 -2.5747 -0.4144
H 2.5788 3.0472 -0.5646
H 2.6816 1.7725 1.5131
H 1.2566 2.7213 -2.3693
H 0.9440 -0.0576 1.7908
H -1.9289 -1.4210 1.4201
H -2.2009 -2.6410 -1.3480
H -3.4780 -2.2055 -0.4066

No. 3
93
Properties=species:S:1:pos:R:3 method="wB97M-V/def2-TZVPD" lumo_energy_ha=-0.0018 charge=0 mol_weight_da=713.4 e_above_lowest_kj_mol=221.4
Ti -0.0941 -0.6871 -0.4405
N 3.4282 -0.6990 -1.1171
C 3.6297 -1.4128 -2.3651
C 2.3646 -2.2004 -2.7230
N 1.1578 -1.3786 -2.6620
C 1.0758 -0.3933 -3.7393
C 1.5050 0.9959 -3.2546
N 0.6330 1.4262 -2.1800
H 4.1823 -0.0470 -0.9397
H 3.3902 -1.3478 -0.3395
H 4.4730 -2.1223 -2.3342
H 3.8493 -0.6922 -3.1580
H 2.2562 -3.0212 -2.0130
H 2.5001 -2.6352 -3.7293
H 0.3494 -1.9925 -2.7407
H 0.0406 -0.3358 -4.0875
H 1.7040 -0.6894 -4.5920
H 1.4988 1.6860 -4.1187
H 2.5103 0.9319 -2.8428
H -0.2608 1.7598 -2.5311
H 1.0573 2.1599 -1.6274
F -0.1312 -3.2490 1.1803
C 0.4594 -2.6029 0.1483
F 0.1388 -3.3906 -0.9575
F 1.8064 -2.8702 0.3296
C 4.4744 4.9870 4.9567
C 4.6906 3.5405 4.4980
C 6.1050 3.4155 3.9124
C 4.5543 2.6402 5.7314
C 3.6941 3.1256 3.4222
C 3.0131 4.0831 2.6749
C 2.1480 3.7490 1.6456
C 1.9660 2.4102 1.3845
O 1.2124 1.8075 0.4403
B 1.3642 0.4124 0.5884
O 2.2569 0.2056 1.6524
C 2.6253 1.4281 2.1291
C 3.4998 1.7717 3.1375
H 5.1123 5.1960 5.8119
H 3.4410 5.1440 5.2554
H 4.7297 5.6979 4.1756
H 6.8492 3.7078 4.6496
H 6.2120 4.0593 3.0420
H 6.3062 2.3934 3.6042
H 5.1881 3.0076 6.5348
H 4.8486 1.6183 5.5177
H 3.5244 2.6378 6.0785
H 3.1660 5.1285 2.8789
H 1.6301 4.4982 1.0699
H 4.0149 1.0010 3.6838
S -1.4907 0.5995 1.0936
C -1.8524 -0.6398 2.2843
C -0.8074 -1.3016 2.9256
C -1.0865 -2.2705 3.8705
C -2.3975 -2.5541 4.2157
C -3.4354 -1.8674 3.6072
C -3.1695 -0.9187 2.6377
H 0.2210 -1.0482 2.6752
H -0.2722 -2.8024 4.3395
H -2.6092 -3.3052 4.9617
H -4.4573 -2.0738 3.8934
H -3.9727 -0.3844 2.1526
C -2.5236 -4.4812 -3.2367
C -3.4202 -3.3003 -2.8608
C -4.4608 -3.0597 -3.9550
C -4.1137 -3.5690 -1.5325
O -2.5855 -2.1353 -2.7984
P -2.4319 -1.1690 -1.5268
O -2.0562 -1.9108 -0.2874
O -1.2822 -0.2606 -1.9261
O -3.8026 -0.3584 -1.3743
C -4.0497 0.9228 -1.9849
C -5.5672 1.1165 -1.9483
C -3.3715 2.0179 -1.1650
C -3.5510 0.9388 -3.4280
H -3.1162 -5.3905 -3.2957
H -1.7505 -4.6048 -2.4839
H -2.0487 -4.3053 -4.1983
H -5.0508 -3.9596 -4.0965
H -3.9786 -2.8075 -4.8953
H -5.1206 -2.2445 -3.6723
H -4.8175 -4.3912 -1.6404
H -4.6414 -2.6762 -1.2052
H -3.3795 -3.8137 -0.7704
H -5.9341 0.9949 -0.9334
H -6.0608 0.3845 -2.5806
H -5.8156 2.1150 -2.3000
H -3.7044 1.9671 -0.1318
H -3.6172 2.9949 -1.5712
H -2.2911 1.8782 -1.1679
H -3.9660 0.0992 -3.9818
H -2.4679 0.8477 -3.4388
H -3.8441 1.8681 -3.9104

No. 4
19
Properties=species:S:1:pos:R:3 method="wB97M-V/def2-TZVPD" smiles="CC(N)=C(O)O.CO" lumo_energy_ha=0.0268 charge=0 mol_weight_da=121.1 e_above_lowest_kj_mol=267.5
C -2.5604 -0.0561 -0.8558
O -1.9446 -0.0870 0.4102
H -1.2468 0.6837 0.6028
H -2.5723 -1.0712 -1.2719
H -2.0405 0.6221 -1.5432
H -3.6091 0.2481 -0.7568
C 0.9076 -1.3243 -0.5772
C 0.7780 0.4857 1.1927
C 1.0873 0.0852 -0.0886
N 1.4899 1.0142 -1.0174
O 0.7109 -0.4353 2.2129
O 1.1949 1.7423 1.5947
H 1.3756 1.6360 2.5445
H -0.0518 -1.0077 2.0213
H 1.8039 1.8780 -0.5739
H 2.0839 0.6581 -1.7580
H 0.4408 -1.3321 -1.5668
H 1.8831 -1.8172 -0.6454
H 0.2698 -1.9226 0.0759

No. 5
36
Properties=species:S:1:pos:R:3 method="wB97M-V/def2-TZVPD" smiles="C[NH2+]NCc1ccc(C(=O)NC(C)C)cc1" lumo_energy_ha=-0.1151 charge=+1 mol_weight_da=222.3 e_above_lowest_kj_mol=0.0
C -4.2890 -2.1350 0.3033
N -3.9596 -0.9766 -0.5496
H -2.9157 -0.8704 -0.6301
N -4.3523 0.2534 0.0557
H -5.3505 0.4176 -0.0362
C -3.5471 1.3712 -0.4378
C -2.0973 1.0279 -0.2062
C -1.5723 1.0686 1.0829
C -0.2742 0.6607 1.3154
C 0.5299 0.2270 0.2645
C 0.0137 0.1923 -1.0243
C -1.2987 0.5745 -1.2553
H -1.6866 0.5585 -2.2657
H 0.6204 -0.1559 -1.8465
C 1.9043 -0.2902 0.5920
O 2.0705 -1.0185 1.5486
N 2.8737 0.1003 -0.2526
H 2.6668 0.7575 -0.9890
C 4.2694 -0.2778 -0.0923
C 4.7269 -1.0801 -1.3074
H 5.7536 -1.4050 -1.1699
H 4.1022 -1.9602 -1.4401
H 4.6760 -0.4720 -2.2087
C 5.1242 0.9692 0.1091
H 4.7769 1.5353 0.9699
H 5.0826 1.6079 -0.7716
H 6.1585 0.6855 0.2785
H 4.3054 -0.9059 0.8030
H 0.1364 0.6669 2.3128
H -2.1897 1.4157 1.8966
H -3.7341 1.5857 -1.4994
H -3.8387 2.2402 0.1516
H -4.3332 -1.1277 -1.5066
H -3.8727 -3.0450 -0.1229
H -3.8692 -1.9711 1.2937
H -5.3689 -2.2391 0.3914

No. 6
38
Properties=species:S:1:pos:R:3 method="wB97M-V/def2-TZVPD" smiles="C=CCCC[C@H](C)N.O.O.O.O.O" lumo_energy_ha=0.0070 charge=0 mol_weight_da=203.3 e_above_lowest_kj_mol=257.2
C -1.3767 -0.5261 1.8162
C -0.2197 -0.6197 0.8168
C -0.0655 0.6580 -0.0560
C -1.2026 0.8777 -1.0497
C -1.5758 -0.1930 -2.0612
C -0.4580 -0.3999 -3.0226
C -0.4260 -0.0493 -4.2924
N 1.1078 -1.0539 1.3853
H -2.3045 -0.7594 1.3331
H -1.2875 -1.1020 2.7598
H -1.3698 0.5976 1.9655
H -0.4673 -1.3334 0.0223
H 0.3040 1.4853 0.5187
H 0.8931 0.5748 -0.6333
H -2.0622 1.1288 -0.4207
H -0.9383 1.7018 -1.6965
H -2.0277 -1.1213 -1.6931
H -2.5023 0.1422 -2.5857
H 0.3963 -0.9699 -2.6521
H 0.3742 -0.2180 -4.9898
H -1.2778 0.4083 -4.8346
H 1.0181 -1.1324 2.3942
H 1.1991 -1.9908 0.9745
H 3.0098 -2.0521 -0.4182
H 4.3022 -1.4510 0.1347
O 3.9666 -2.1392 -0.4464
H 0.5099 2.7403 3.6337
H 1.3611 1.6102 2.8223
O 0.7945 2.3812 2.7965
H 1.7022 1.5666 4.8728
H 1.6383 0.1471 4.1096
O 2.0138 0.6654 4.8273
H 1.1382 4.1590 -0.2037
H 0.4659 3.1155 -1.1688
O 0.6413 4.0454 -1.0180
H -2.1115 -2.9969 -1.0478
H -2.4825 -4.0991 -1.9022
O -2.6806 -3.7978 -0.9902

No. 7
19
Properties=species:S:1:pos:R:3 method="wB97M-V/def2-TZVPD" lumo_energy_ha="-0.2889 / -0.3500" charge=+2 mol_weight_da=113.2 e_above_lowest_kj_mol=861.5
C -0.1242 0.9714 -4.0066
C 0.0897 -1.1197 -2.7786
C -0.6431 0.0538 -2.3582
C 0.0264 -0.2427 1.5193
C 0.4572 -0.4798 2.9225
N 0.6175 0.2190 -2.9919
N -1.2769 0.8108 -3.3991
N 0.4754 0.6020 3.9684
H 0.2879 1.6199 -4.8203
H 0.6451 -1.6325 -2.0167
H -0.4326 -1.7925 -3.4376
H 0.1327 -1.1398 0.8624
H -0.5234 0.5863 1.2739
H -0.3033 -1.3728 3.2678
H 1.4034 -1.0248 2.8541
H -2.2103 1.0779 -3.6719
H -0.4536 1.0764 4.3825
H 0.8585 1.4704 3.6622
H 0.9736 0.3169 4.7678

No. 8
11
Properties=species:S:1:pos:R:3 method="wB97M-V/def2-TZVPD" smiles="C1=CC2=NC=NC2=N1" lumo_energy_ha=-0.0841 charge=0 mol_weight_da=105.1 e_above_lowest_kj_mol=245.3
C -1.8228 -0.1910 -0.0694
C -1.0730 0.9911 0.1185
C 0.2048 0.6588 -0.1744
C 2.1249 -0.1757 0.0299
C 0.1682 -0.8995 -0.0450
H -2.9617 -0.2658 -0.1680
H -1.6187 1.9088 0.3426
H 3.2722 -0.3443 0.1805
N 1.4978 1.0186 -0.1613
N 1.3860 -1.3450 0.0165
N -1.1778 -1.3561 -0.0699

No. 9
105
Properties=species:S:1:pos:R:3 method="wB97M-V/def2-TZVPD" lumo_energy_ha=0.1385 charge=-2 mol_weight_da=895.2 e_above_lowest_kj_mol=66.8
Ba 0.2449 -0.0746 -0.0940
C -4.7467 0.8914 4.4589
C -4.3447 -0.2767 3.5542
N -4.2025 0.0756 2.1627
C -3.0775 0.6698 1.6504
S -3.1226 0.9939 -0.0374
N -2.1788 1.0192 2.5322
N -0.8830 1.1847 2.2160
C -0.1965 1.9859 2.9508
C -0.8681 2.8445 3.9875
C 1.2613 1.9971 2.7927
C 2.1028 2.5280 3.7725
C 3.4793 2.4916 3.5925
C 3.9963 1.9424 2.4325
C 3.0898 1.4452 1.5081
N 1.7755 1.4517 1.6792
H -4.9349 0.5292 5.4727
H -5.6466 1.3832 4.0836
H -3.9383 1.6208 4.4846
H -5.0882 -1.0747 3.6293
H -3.3834 -0.6657 3.8903
H -5.0175 0.1130 1.5791
H -1.8180 3.1843 3.5755
H -0.2689 3.7138 4.2519
H -1.0794 2.2636 4.8910
H 1.6941 2.9354 4.6866
H 4.1362 2.8909 4.3556
H 5.0588 1.8607 2.2475
H 3.4530 0.9995 0.5890
C -1.8152 2.1937 -3.4820
Si 0.0196 1.7570 -3.7733
C 1.0352 3.0013 -2.7495
C 0.3071 2.3179 -5.5876
N 0.4421 0.2034 -3.2875
C 0.5615 -0.9602 -3.9656
C 0.2609 -1.1378 -5.3421
C 0.4133 -2.3583 -5.9745
C 0.8580 -3.4816 -5.2865
C 1.1609 -3.3409 -3.9342
C 1.0294 -2.1238 -3.2989
H -1.9790 3.2757 -3.5113
H -2.1508 1.8297 -2.5083
H -2.4566 1.7374 -4.2404
H 0.8392 4.0304 -3.0657
H 2.1060 2.8161 -2.8602
H 0.7895 2.9357 -1.6840
H 0.2696 3.4050 -5.6935
H -0.4437 1.8960 -6.2603
H 1.2895 1.9788 -5.9280
H -0.0996 -0.2856 -5.9051
H 0.1759 -2.4399 -7.0317
H 0.9689 -4.4360 -5.7871
H 1.5109 -4.1959 -3.3648
H 1.3067 -2.0408 -2.2537
C 0.7872 -9.6757 0.3174
C 1.6150 -8.4058 0.1037
C 2.8196 -8.4593 1.0548
C 2.1068 -8.4028 -1.3528
C 0.8159 -7.1276 0.3598
C -0.5175 -7.1462 0.7588
C -1.2595 -5.9783 0.9515
C -0.6300 -4.7755 0.7269
O -1.0998 -3.5037 0.8069
B -0.0381 -2.6161 0.4397
O 1.0806 -3.4474 0.1677
C 0.7098 -4.7413 0.3343
C 1.4428 -5.8915 0.1538
H 1.3928 -10.5502 0.0690
H -0.0950 -9.6831 -0.3247
H 0.4691 -9.7691 1.3574
H 3.4280 -9.3458 0.8540
H 2.4780 -8.5006 2.0908
H 3.4497 -7.5776 0.9423
H 2.6290 -9.3356 -1.5834
H 2.7891 -7.5739 -1.5370
H 1.2598 -8.3003 -2.0331
H -1.0178 -8.0905 0.9264
H -2.2981 -6.0211 1.2533
H 2.4797 -5.8146 -0.1483
C -3.5203 6.2332 0.2274
C -3.3278 4.7877 -0.1892
N -2.2064 4.2497 0.5532
C -1.0072 4.9091 0.6061
N 0.0742 4.2412 0.7818
C 1.3306 4.9396 0.9628
C 1.1644 6.3753 1.4440
C 0.1376 7.0534 0.5595
N -1.1031 6.3121 0.6174
C -2.2195 6.9738 -0.0264
H -3.7556 6.2637 1.2937
H -4.3335 6.7001 -0.3319
H -3.1674 4.7253 -1.2759
H -4.1957 4.1756 0.0501
H -2.1113 3.2418 0.4641
H 1.8808 4.9280 0.0133
H 1.9263 4.3754 1.6849
H 2.1130 6.9157 1.4134
H 0.7944 6.3736 2.4732
H 0.5159 7.1214 -0.4731
H -0.0624 8.0722 0.9074
H -2.0606 7.0639 -1.1140
H -2.2813 7.9874 0.3841
S 5.1180 -1.2089 0.9341
C 6.3563 -0.1587 0.6929
N 7.2480 0.5815 0.5382

No. 10
17
Properties=species:S:1:pos:R:3 method="wB97M-V/def2-TZVPD" lumo_energy_ha=0.1266 charge=-1 mol_weight_da=117.1 e_above_lowest_kj_mol=487.5
N 2.9953 -0.4095 -0.6418
C 1.8136 0.7645 -0.2827
C 0.5335 -0.0578 -0.0117
N -0.6409 0.5741 0.5685
C -1.7875 -0.3685 0.8791
C -2.7837 -0.5978 -0.3019
O -3.6080 -1.5827 -0.2679
O -2.6116 0.2497 -1.2441
H 3.6432 0.2550 -0.9626
H 2.5600 0.1101 0.4030
H 1.7461 1.5085 0.5620
H 1.8991 1.2245 -1.2938
H 0.3027 -0.7433 -0.8959
H 0.9005 -0.7723 0.8381
H -1.0754 1.2370 -0.1044
H -2.5163 -0.0267 1.6382
H -1.3706 -1.3647 1.1180

No. 11
19
Properties=species:S:1:pos:R:3 method="wB97M-V/def2-TZVPD" multiplicity=2 lumo_energy_ha="-0.4306 / -0.4383" charge=+2 mol_weight_da=106.1 e_above_lowest_kj_mol=417.2
C 0.7248 -2.3480 -0.6291
C -0.5104 -1.4694 -0.6848
N -0.3262 -0.1947 -0.0243
C 0.2874 0.7897 -0.7313
N 0.0956 2.0085 -0.1968
N 1.0208 0.4375 -1.8087
H 1.5305 -2.1061 -1.3337
H 1.0785 -2.5892 0.3601
H 0.3082 -3.3774 -1.1707
H -1.3760 -1.9731 -0.2514
H -0.8318 -1.3859 -1.7254
H -1.0776 0.1717 0.5540
H -0.5771 2.0752 0.5808
H 0.1083 2.8500 -0.7670
H 1.2928 1.2573 -2.3690
H -0.1064 -3.9449 -1.6785
H -0.3332 0.6658 3.8126
H -1.3021 1.9002 3.8384
O -0.9372 1.1992 3.2902